# C5H26NO8

A 9-piece molecular cluster, C5H26NO8 overall (ωB97M-V with the def2-TZVPD basis set, OMol25).

Computed properties:
**ΔE to the lowest compared entry with this formula, charge and spin**: 343.52 kJ/mol
**Charge**: -1
**Gap between HOMO and LUMO**: 8.830 eV

Each line ends with the Mulliken charge.
Positions of all 40 atoms, in Å:
H (-2.922931, 3.346734, 0.022818)  0.254
H (1.224758, -1.500138, -0.410034)  0.059
H (0.030705, 4.028698, -0.232782)  0.265
O (-2.100051, -2.168707, -2.052395)  -0.750
H (-1.185529, -0.187203, 4.239354)  0.253
O (-3.374277, 2.857251, -0.667338)  -0.689
O (-1.798332, 0.200566, -3.055732)  -0.741
H (-2.627586, 0.429534, -3.487329)  0.253
O (2.605782, -3.635566, -0.403982)  -0.617
H (-1.671249, 0.917409, -2.280400)  0.496
H (-1.651377, -1.372716, -2.477010)  0.383
H (1.935301, 3.787189, 2.176506)  0.000
C (1.938145, -0.662678, -0.292489)  -0.084
H (2.643834, 0.042621, 1.687640)  0.236
H (2.917940, -3.343924, 0.443536)  0.310
C (0.790439, -0.630770, 2.023819)  -0.418
H (1.410621, 1.092239, 0.813314)  0.278
O (-0.962164, 1.951197, -1.467858)  -1.241
H (0.087164, 2.639808, -0.700546)  0.259
H (0.367445, -1.541973, 1.560504)  0.275
C (-1.360762, -0.113965, 3.155960)  -0.903
H (-0.675971, -3.192786, -1.628784)  0.426
H (2.223752, -4.474588, -0.681224)  0.285
O (2.431750, 0.250337, -2.468766)  -0.582
H (2.843813, -1.289003, -0.342157)  0.314
H (-2.670804, 2.508373, -1.260114)  0.494
H (1.394922, -1.062152, 2.856990)  0.228
O (0.670705, 3.309074, -0.117268)  -0.648
H (-0.342906, 1.046274, 1.727624)  0.269
C (1.786697, 0.067046, 1.029005)  -0.477
H (-0.541913, 2.219943, -2.298242)  0.268
H (-1.688997, -1.083529, 2.714862)  0.304
H (1.084211, 1.103450, -1.249328)  -0.105
C (1.794095, 0.291532, -1.441468)  0.317
H (1.392592, 3.510960, 2.600442)  -0.016
H (-2.338468, -1.874953, -1.164362)  0.299
O (-0.272321, -4.037935, -1.305078)  -0.613
H (-2.109089, 0.742114, 3.193664)  0.316
N (-0.181793, 0.356609, 2.448630)  -0.227
H (-1.098151, -4.526359, -1.209984)  0.270

Atomic forces in eV per Å
0.3 -0.1 -0.1
-0.4 0.7 0.0
0.5 0.2 0.4
0.7 0.1 0.0
0.4 -0.7 -0.2
-0.7 0.0 -0.3
-0.1 0.9 0.4
0.0 -0.2 0.0
0.3 1.0 -2.0
0.6 -0.8 -0.7
-1.1 -0.3 0.3
0.0 0.0 0.0
0.6 -1.3 0.0
0.9 0.8 -0.8
-0.3 -1.3 0.7
0.2 0.1 -0.4
0.6 -0.5 0.5
-0.2 0.0 -0.7
0.5 0.5 1.0
-0.4 0.3 -0.2
-0.2 1.3 0.0
0.4 -0.4 0.1
0.0 0.1 1.4
-0.1 -0.1 0.1
0.1 0.8 -0.3
0.4 0.3 0.7
-0.5 0.5 0.0
-1.1 -0.4 -0.9
-0.3 -0.2 0.0
-1.5 -0.6 1.0
-0.1 0.0 0.1
-0.5 0.6 0.5
-0.2 -0.1 -0.2
0.8 0.0 -0.2
0.1 0.0 0.1
0.0 0.2 -0.2
-0.5 0.3 -0.1
0.4 -1.4 -0.8
0.3 -0.2 0.7
0.2 -0.3 0.1

=====

# C27H23F6NO2

A single C27H23F6NO2 molecule (ωB97M-V with the def2-TZVPD basis set, OMol25).

Computed properties:
**Gap between HOMO and LUMO**: 9.359 eV
**Structure (SMILES)**: CCOC(=O)[C@](C)(/N=C/c1ccccc1)C(c1ccc(C(F)(F)F)cc1)c1ccc(C(F)(F)F)cc1

Each line ends with the Mulliken charge.
Positions of all 59 atoms, in Å:
H (2.784185, -2.199013, -1.823317)  0.696
H (-1.698083, -2.108381, -2.421493)  0.342
F (-5.160740, 1.474073, -3.652533)  -0.266
F (-5.651012, 0.553503, -1.715017)  -0.252
H (2.545315, -2.077816, 0.184416)  0.536
C (-2.298060, 1.674521, -1.896182)  -1.341
C (-3.355866, 0.837071, -2.225041)  0.446
C (-1.900507, -1.060342, -2.162967)  -0.488
H (-1.094818, 0.853807, 2.848024)  0.442
C (-1.061129, 1.106956, -1.581091)  -0.481
C (4.121086, -0.580898, -2.154400)  -0.632
H (2.261236, -0.610249, 2.208834)  0.261
C (0.478117, 2.723813, 5.268602)  -0.403
C (1.718814, -0.311384, -1.753999)  -0.336
H (-0.219779, 1.760279, -1.352708)  0.911
H (-4.564067, -1.016664, 0.454176)  0.080
F (5.943989, 1.639356, -3.915783)  -0.250
C (1.533910, -2.469677, 0.407919)  -2.567
C (0.407602, -1.443879, 0.229218)  2.398
C (1.242241, -0.173216, 2.174597)  -0.146
C (-0.300233, 1.233920, 3.500336)  -0.363
H (-4.157104, -0.898937, 2.189029)  0.281
C (5.573845, 1.418773, -2.611500)  0.761
H (1.485921, -2.763089, 1.463874)  0.621
H (3.064373, 0.866117, 3.997206)  0.345
O (-1.930834, -1.681238, 1.009629)  -0.157
C (-0.882157, -0.271859, -1.585940)  0.218
H (0.941680, 1.416432, -2.868028)  0.779
H (1.362854, -3.352933, -0.240765)  0.375
H (-1.588092, 2.579037, 4.607241)  0.367
C (-0.564563, 2.212876, 4.474366)  -0.487
C (-4.330179, -1.585876, 1.357055)  -0.932
C (2.047712, 1.241852, 4.139386)  -0.448
H (0.396452, -1.877458, -1.798035)  0.654
H (3.114634, 2.523901, -3.114034)  0.392
N (0.386436, -0.400683, 1.256856)  -0.320
C (4.216309, 0.764167, -2.500953)  0.484
F (-4.881888, 2.610190, -1.792032)  -0.287
C (-3.166117, -2.504506, 1.124713)  -0.307
H (-3.290389, -3.091398, 0.209932)  0.330
H (-3.022257, -3.190552, 1.969197)  0.324
F (5.601893, 2.636448, -1.979985)  -0.259
C (-3.159247, -0.530152, -2.418369)  -0.822
O (-1.041239, -3.328371, -0.247907)  -0.644
H (-5.217196, -2.180475, 1.590554)  0.422
C (2.865076, -1.117287, -1.896501)  -0.860
C (1.781932, 2.225885, 5.098046)  -0.531
H (2.591096, 2.616729, 5.720458)  0.359
F (6.553318, 0.650412, -2.040748)  -0.280
C (-4.750243, 1.374949, -2.349707)  0.806
H (-2.425800, 2.753136, -1.857428)  0.437
H (0.273354, 3.496255, 6.018860)  0.352
H (-3.973495, -1.182937, -2.740413)  0.420
C (-0.930557, -2.258671, 0.345976)  -0.065
C (1.814196, 0.911210, -2.454690)  -0.254
C (3.055561, 1.500847, -2.730621)  -1.278
H (5.014699, -1.189134, -2.062194)  0.449
C (1.008809, 0.751522, 3.306156)  0.465
C (0.429017, -0.950935, -1.210268)  -0.301

Atomic forces in eV per Å
0.0 0.3 0.4
-0.1 0.4 0.4
0.2 -0.1 1.0
0.6 0.7 -0.6
-0.8 0.0 0.4
0.2 -0.3 0.1
-0.3 0.0 0.1
0.1 -0.1 0.1
0.3 0.2 0.3
-0.2 0.3 0.4
-0.2 0.4 -0.2
-0.4 -0.3 -0.2
0.0 -0.5 -0.4
0.1 0.0 -1.3
-0.5 -0.2 0.4
0.1 0.1 0.1
-0.2 -0.1 1.1
0.3 -0.4 0.4
0.9 -0.4 1.4
0.7 -0.7 -0.8
0.1 0.4 0.4
0.0 -0.1 -0.1
0.5 0.2 -0.1
0.3 -0.3 -0.2
-0.3 0.1 0.1
-0.2 -0.7 0.1
0.1 0.2 -1.4
0.2 0.0 0.7
0.0 0.5 0.5
0.4 -0.1 0.0
0.3 -0.3 -0.1
-0.2 0.2 -0.1
-0.6 -0.2 -0.5
-0.1 -0.1 0.3
-0.1 -0.5 0.0
-0.3 0.5 0.4
0.3 0.3 0.4
0.0 -0.8 -0.5
0.6 0.1 -0.1
0.1 0.1 0.2
0.1 0.2 -0.2
0.0 -1.0 -0.6
0.4 0.0 0.2
0.3 1.3 1.0
0.1 0.0 0.0
0.2 0.0 0.5
-0.3 -0.1 0.0
-0.2 -0.2 -0.2
-0.7 0.7 -0.6
-0.7 0.2 -0.1
-0.1 -0.2 0.1
0.1 -0.3 -0.3
0.2 0.3 0.0
-0.4 -1.0 -1.0
0.2 0.5 0.3
0.0 -0.5 -0.1
-0.2 0.0 -0.2
-0.7 1.1 0.3
-0.4 0.3 -2.0

=====

# C34H46GeN4O6PS2Ti

C34H46GeN4O6PS2Ti as an isolated structure (ωB97M-V with the def2-TZVPD basis set, OMol25).

Computed properties:
**<S²>**: 0.76
**ΔE to the lowest compared entry with this formula, charge and spin**: 344.06 kJ/mol
**Charge**: +2
**Gap between HOMO and LUMO (spin up / spin down)**: 7.203 / 5.880 eV
**Multiplicity**: 2

Each line ends with the Mulliken charge.
Positions of all 95 atoms, in Å:
C (5.511065, -1.406124, 0.784773)  -0.637
H (2.632856, 1.050952, -5.517694)  0.454
C (1.857477, -4.781026, -2.657762)  -0.858
C (-3.784350, 3.305465, -0.512123)  0.509
C (3.298554, 2.339340, -3.933707)  -0.661
H (1.910471, -2.557579, 1.578761)  0.308
C (2.916461, -2.225768, 1.357470)  -0.402
H (-1.973058, 2.913506, -1.605832)  0.005
C (-2.839059, 3.570923, -1.656330)  -1.038
H (2.054865, 2.609096, 5.056917)  0.352
Ge (1.793013, -1.008988, -1.031833)  0.965
C (-3.167699, 3.415788, 0.861156)  -1.349
H (3.658200, 3.104849, -4.609729)  0.430
O (-0.760476, 0.985862, 2.579235)  -0.198
H (-2.389551, -0.105842, 3.108727)  0.213
H (2.059231, 3.912415, 3.833301)  0.319
C (-0.827612, -1.412669, 2.520406)  1.241
H (-6.934145, 0.555563, -3.726624)  0.457
C (-0.817293, 0.218887, -1.501768)  0.083
O (1.224498, 4.180712, 0.997025)  -0.578
H (3.887616, 3.416088, -2.169038)  0.483
H (6.079413, -2.515107, 2.527920)  0.431
Ti (0.044366, 0.411863, 0.416128)  -1.587
N (-1.060116, -2.607248, 2.976388)  0.171
C (-0.134665, -2.866932, -2.306525)  0.112
H (3.575322, 3.286229, 4.488372)  0.361
H (-0.929172, -2.149281, -2.171570)  0.377
C (3.424756, 2.518323, -2.560107)  -1.117
H (-2.830139, 4.447070, 0.984552)  0.486
H (3.773406, -3.245369, 3.040540)  0.463
H (-3.806314, 0.987610, -3.113224)  -0.223
C (2.381897, 0.366577, -2.208260)  0.437
H (-2.133038, -1.936299, 4.685342)  0.404
H (-2.618819, -3.502112, 4.044377)  0.343
H (-1.408145, -4.554409, 2.320419)  0.416
H (4.669808, -0.388550, -0.904986)  0.417
O (-5.112316, -0.339927, -1.026734)  -0.361
H (-1.049858, -0.169377, 4.280869)  0.763
N (-0.759487, 0.615399, -2.657832)  -0.380
O (-4.379443, 1.971655, -0.761500)  -0.248
H (-7.372676, 0.514157, -2.017782)  0.378
H (-1.425459, -4.252989, -3.313500)  0.461
C (5.260388, -2.201507, 1.892638)  -0.703
H (1.778681, -0.687994, -3.992281)  0.450
C (3.158892, -1.419129, 0.243759)  0.826
N (0.070908, 2.298010, 0.108316)  0.348
C (2.239598, 0.206111, -3.589009)  -0.423
H (-4.643153, 3.966896, -0.582757)  0.305
S (-4.633783, 0.303828, 1.751311)  -0.386
C (2.146912, -3.594657, -1.996463)  -0.797
H (-3.880986, 3.189105, 1.653276)  0.410
C (-0.422565, -4.062232, -2.951384)  -0.922
C (1.611883, 1.426124, 2.635937)  0.380
C (0.574615, -5.013272, -3.133570)  -0.570
C (-4.192525, -0.017522, -3.306321)  -0.495
H (2.633749, -5.524119, -2.793710)  0.443
H (-2.487585, 4.602996, -1.605300)  0.471
C (3.961419, -2.613478, 2.180807)  -0.530
H (6.524168, -1.099964, 0.552939)  0.461
N (2.674039, 2.012321, 3.112161)  0.224
H (-4.457481, -0.075980, -4.363389)  0.496
C (4.461838, -1.005272, -0.040444)  -0.625
C (-5.428754, -0.278880, -2.480912)  0.425
H (3.968958, 0.921141, 1.867142)  -0.078
H (-5.777267, -1.291032, -2.660393)  0.365
H (-3.342380, 3.437887, -2.614467)  0.316
C (-0.628164, -3.802736, 2.228870)  -0.981
C (2.568662, 3.016681, 4.188733)  -0.879
H (0.349845, -5.941735, -3.642880)  0.423
H (-6.222428, 1.728616, -2.608464)  0.216
C (1.156129, -2.619656, -1.832883)  0.961
H (0.294506, -4.188795, 2.659090)  0.331
P (-4.291627, 0.583639, -0.092487)  0.681
H (-0.477848, -3.557945, 1.184050)  0.270
C (2.717677, 1.184558, -4.446788)  -0.753
H (-1.095905, -3.352775, 4.942098)  0.353
C (-1.767254, -2.856366, 4.244600)  -1.025
C (2.966494, 1.533192, -1.699369)  0.082
H (-3.418193, -0.761858, -3.107810)  0.107
C (-1.306723, -0.163501, 3.224881)  -1.761
H (3.087383, 1.661608, -0.628579)  0.608
C (3.981766, 1.829839, 2.458395)  -0.679
H (0.276381, 1.421016, 4.331499)  0.645
H (3.148851, -3.434848, -1.614237)  0.430
H (0.038441, 2.756557, 3.212213)  0.480
H (-1.595935, 0.772470, -3.210947)  0.328
H (4.195139, 2.690607, 1.824517)  0.334
S (-2.268326, -0.225945, -0.348922)  -0.319
C (0.264340, 1.693217, 3.277121)  -1.401
O (-0.208242, -1.230674, 1.423936)  0.410
O (1.649546, 0.644842, 1.637996)  0.456
H (4.740224, 1.752462, 3.233469)  0.512
C (-6.554634, 0.696716, -2.713043)  -1.354
C (0.663577, 3.263496, 0.544991)  0.845
H (-2.303635, 2.755209, 0.963849)  0.084

Atomic forces in eV per Å
0.0 0.0 -0.1
0.0 0.0 0.0
0.0 0.0 0.0
-0.1 -0.2 0.1
0.0 0.0 0.0
0.0 0.0 0.0
0.2 0.0 0.0
0.1 0.0 0.0
0.1 0.1 0.0
0.0 0.0 0.0
0.5 -0.3 -1.0
0.1 0.0 0.1
0.0 0.0 0.0
0.2 -0.2 -0.1
-0.1 0.0 0.0
0.0 0.0 0.0
0.4 0.2 -0.5
0.0 0.0 0.0
-0.2 -0.1 -0.2
0.1 0.1 0.0
0.0 0.0 0.0
0.0 0.0 0.0
-1.4 0.8 0.7
-0.2 -0.3 0.3
0.1 -0.2 0.0
0.0 0.0 0.0
0.0 0.1 0.0
0.0 -0.1 0.0
0.0 0.0 0.0
0.0 0.0 0.0
0.0 0.0 0.0
0.0 0.4 -0.1
0.0 0.0 0.0
0.0 0.0 0.0
0.0 0.0 0.0
0.0 0.0 0.0
-0.1 -0.2 -0.3
0.0 0.0 0.1
0.2 -0.1 -0.2
0.1 0.5 -0.2
0.0 0.0 0.0
0.0 0.0 0.0
0.0 0.0 0.0
0.0 0.0 0.0
0.2 -0.1 0.4
0.5 1.0 0.3
0.1 0.1 0.0
-0.1 0.0 0.0
-0.1 0.0 0.4
-0.1 -0.1 0.0
0.0 0.0 -0.1
0.1 0.0 0.0
-0.1 -0.4 -0.3
0.0 0.0 0.0
0.1 0.1 0.0
0.0 0.0 0.0
0.0 0.0 0.0
0.0 0.0 0.0
0.0 0.0 0.0
0.2 0.3 0.1
0.0 0.0 0.0
0.1 -0.1 0.2
0.0 0.0 0.3
0.0 -0.1 0.0
0.0 -0.1 0.0
0.0 0.0 0.0
-0.1 0.1 0.2
0.1 -0.2 -0.2
0.0 0.0 0.0
0.0 0.0 0.0
-0.3 -0.3 -0.1
0.0 0.0 0.0
0.0 0.0 -0.2
0.0 0.1 -0.1
0.0 0.0 0.0
0.0 0.0 0.0
0.1 0.0 -0.3
0.1 0.0 -0.1
0.0 0.0 0.0
0.0 0.1 0.0
0.0 0.0 0.0
-0.2 0.1 0.2
0.0 0.0 0.1
0.0 0.0 0.0
-0.1 0.1 0.0
-0.1 0.0 0.0
0.0 0.0 0.0
0.5 -0.1 -0.1
-0.2 0.0 0.0
-0.1 -0.9 0.6
0.4 0.4 0.3
0.0 0.0 0.0
0.0 0.1 0.0
-0.5 -0.6 -0.4
-0.1 0.0 0.0